Version 1
# C6H10O3

A molecular structure, C6H10O3 (wB97M-V/def2-TZVPD, the Open Molecules 2025 dataset).

Properties
HOMO-LUMO gap in eV: 8.858
HOMO level in eV: -9.341

Geometry as ORCA input:
```
! RIJCOSX wB97M-V def2-TZVPD def2/J DEFGRID3
* xyz 0 1
C -0.48 -0.69 -0.78
C -0.33 1.67 0.55
C -1.59 -1.08 0.18
C -0.35 1.02 -0.81
C 1.93 -0.43 -0.12
C 2.01 -0.99 1.07
O 0.56 1.40 -1.74
O 2.35 0.25 -1.00
O -1.08 1.59 -1.76
H -0.78 -0.81 -1.82
H 0.28 -1.49 -0.77
H -1.31 1.57 1.01
H 0.41 1.22 1.20
H -0.11 2.72 0.42
H 1.42 -1.84 1.33
H 2.69 -0.58 1.80
H -2.47 -0.46 0.00
H -1.88 -2.12 0.03
H -1.28 -0.95 1.21
*
```



Version 2
# C6H10O3

2 unconnected molecules or ions with the total composition C6H10O3 (wB97M-V/def2-TZVPD, the Open Molecules 2025 dataset).

Properties
HOMO-LUMO gap in eV: 9.922
HOMO level in eV: -9.297
SMILES: O=C(CO)CO.C=C=C

Geometry as ORCA input:
```
! RIJCOSX wB97M-V def2-TZVPD def2/J DEFGRID3
* xyz 0 1
O 1.37 -1.29 1.22
C 0.69 -0.37 0.82
C 1.35 0.65 -0.21
O 0.61 1.80 -0.52
C -0.37 0.31 1.68
O 0.08 1.53 2.25
H 2.31 0.92 0.27
H 1.60 0.13 -1.13
H 0.37 2.24 0.30
H -0.72 -0.39 2.45
H -1.21 0.58 1.02
H 0.74 1.33 2.92
C -1.01 -1.85 -0.54
C -0.93 -1.04 -1.57
C -0.92 -0.22 -2.57
H -1.93 -1.97 0.01
H -0.25 -2.62 -0.39
H -1.24 -0.53 -3.56
H -0.55 0.79 -2.47
*
```



Quick look at relative energies in kJ/mol: version 1 307.1; version 2 0.0.



Version 1
# C3H9N3O

A single C3H9N3O molecule (wB97M-V/def2-TZVPD, the Open Molecules 2025 dataset).

Properties
HOMO-LUMO gap in eV: 10.021
HOMO level in eV: -9.311
SMILES: NCNC(=O)CN

Geometry as ORCA input:
```
! RIJCOSX wB97M-V def2-TZVPD def2/J DEFGRID3
* xyz 0 1
N -1.12 -0.84 2.70
C -0.38 0.15 1.97
N -0.32 -0.05 0.52
C 0.64 0.31 -0.39
O 1.74 0.67 -0.03
C 0.14 0.05 -1.81
N 1.14 0.42 -2.84
H -0.77 -1.74 2.43
H -2.11 -0.82 2.50
H 0.66 0.24 2.27
H -0.78 1.15 2.19
H -1.22 -0.31 0.13
H -0.81 0.54 -2.03
H -0.10 -0.98 -2.09
H 1.96 -0.18 -2.81
H 1.33 1.39 -2.70
*
```



Version 2
# C3H9N3O

A molecular structure, C3H9N3O (wB97M-V/def2-TZVPD, the Open Molecules 2025 dataset).

Properties
HOMO-LUMO gap in eV: 9.073
HOMO level in eV: -8.726

Geometry as ORCA input:
```
! RIJCOSX wB97M-V def2-TZVPD def2/J DEFGRID3
* xyz 0 1
N 0.75 1.25 -0.02
N 1.63 1.08 -1.02
C 1.53 -0.69 1.82
N 1.83 0.37 1.23
H 1.00 2.10 0.47
H 1.34 0.31 -1.62
H 2.58 0.94 -0.63
H 2.29 -1.40 2.16
H 0.50 -0.95 2.08
C -2.22 -0.38 -1.13
C -1.96 -1.07 -0.02
O -1.64 0.78 -1.51
H -0.94 1.04 -0.87
H -3.13 -0.56 -1.69
H -2.49 -1.98 0.18
H -1.08 -0.85 0.56
*
```



Version 3
# C3H9N3O

A molecular structure, C3H9N3O (wB97M-V/def2-TZVPD, the Open Molecules 2025 dataset).

Properties
HOMO-LUMO gap in eV: 9.052
HOMO level in eV: -8.408

Geometry as ORCA input:
```
! RIJCOSX wB97M-V def2-TZVPD def2/J DEFGRID3
* xyz 0 1
C -2.15 1.32 1.53
C 0.37 -0.38 -0.21
C 2.37 -0.75 -1.17
H -1.69 2.38 1.13
H -1.71 0.79 2.59
H -3.53 1.42 1.52
H -1.16 -0.73 1.04
H -0.62 0.67 -1.29
H 1.15 -1.93 0.72
H 2.21 -1.76 -1.80
H 2.92 -0.74 -0.21
H 3.06 -0.23 -2.02
N -1.80 0.26 0.46
N -0.51 0.64 -0.18
N 0.46 -1.11 0.85
O 1.10 0.06 -1.32
*
```



Version 4
# C3H9N3O

2 unconnected molecules or ions with the total composition C3H9N3O (wB97M-V/def2-TZVPD, the Open Molecules 2025 dataset).

Properties
HOMO-LUMO gap (spin up / spin down) in eV: 7.744 / 6.580
HOMO level (spin up / spin down) in eV: -6.850 / -5.855

Geometry as ORCA input:
```
! RIJCOSX wB97M-V def2-TZVPD def2/J DEFGRID3
* xyz 0 1
C 1.76 0.05 -0.10
C 1.90 -1.43 0.13
C -1.92 -0.78 -0.40
N -0.28 2.41 -0.09
N -1.37 0.48 0.14
N -0.47 1.11 -0.46
O 2.61 0.92 -0.14
H 2.97 -1.79 0.28
H 1.25 -1.86 0.96
H 1.48 -2.05 -0.80
H -1.04 -1.13 -0.87
H -2.27 -1.39 0.48
H -2.82 -0.67 -0.90
H -0.74 2.70 0.91
H 0.73 2.66 -0.21
H -1.79 0.75 1.07
*
```



Quick look at relative energies in kJ/mol: version 1 0.0; version 2 456.9; version 3 630.3; version 4 562.4.



Version 1
# C6H8O2

A single C6H8O2 molecule (wB97M-V/def2-TZVPD, the Open Molecules 2025 dataset).

Properties
HOMO-LUMO gap in eV: 9.045
HOMO level in eV: -8.350
SMILES: O[C@H]1[C@@H]2C=COC[C@@H]12

Geometry as ORCA input:
```
! RIJCOSX wB97M-V def2-TZVPD def2/J DEFGRID3
* xyz 0 1
O -2.65 -0.03 -0.40
C -1.60 -0.20 0.49
C -0.41 -0.77 -0.16
C 0.82 -1.42 0.00
C 1.89 -0.64 -0.07
O 1.85 0.67 -0.01
C 0.60 1.44 -0.24
C -0.37 0.67 0.61
H -2.86 0.91 -0.59
H -1.85 -0.59 1.52
H -0.72 -0.75 -1.26
H 1.00 -2.45 -0.10
H 2.94 -1.12 -0.18
H 0.34 1.44 -1.28
H 0.86 2.36 0.15
H 0.15 0.50 1.52
*
```



Version 2
# C6H8O2

2 unconnected molecules or ions with the total composition C6H8O2 (wB97M-V/def2-TZVPD, the Open Molecules 2025 dataset).

Properties
HOMO-LUMO gap in eV: 9.456
HOMO level in eV: -8.595
SMILES: Oc1ccccc1.O

Geometry as ORCA input:
```
! RIJCOSX wB97M-V def2-TZVPD def2/J DEFGRID3
* xyz 0 1
O 1.07 0.73 2.10
C 0.59 0.01 1.04
C 1.35 -0.26 -0.08
C 0.72 -0.69 -1.25
C -0.58 -1.14 -1.18
C -1.29 -1.07 0.02
C -0.75 -0.39 1.11
H 1.98 0.99 1.91
H 2.43 -0.33 0.00
H 1.28 -0.75 -2.18
H -1.11 -1.65 -1.98
H -2.31 -1.39 0.13
H -1.37 -0.13 1.97
O -0.91 1.77 -1.46
H -1.42 1.26 -0.81
H -1.18 2.68 -1.28
*
```



Quick look at relative energies in kJ/mol: version 1 378.5; version 2 0.0.



Version 1
# C6H8O2

A molecular structure, C6H8O2 (wB97M-V/def2-TZVPD, the Open Molecules 2025 dataset).

Properties
HOMO-LUMO gap in eV: 9.782
HOMO level in eV: -9.117

Geometry as ORCA input:
```
! RIJCOSX wB97M-V def2-TZVPD def2/J DEFGRID3
* xyz 0 1
C 1.03 0.51 0.13
C 0.38 -0.59 0.49
C 2.27 -0.35 0.10
C 0.77 1.89 -0.28
C -1.83 -0.87 -0.52
C -0.95 -1.05 0.76
O 3.42 -0.23 -0.11
O 1.50 -1.47 0.45
H 1.32 2.75 0.16
H -0.32 2.12 -0.08
H 0.57 2.17 -1.27
H -1.62 0.20 -0.83
H -2.82 -1.30 -0.31
H -1.52 -1.45 -1.30
H -0.89 -2.00 1.19
H -1.31 -0.34 1.40
*
```



Version 2
# C6H8O2

A molecular structure, C6H8O2 (wB97M-V/def2-TZVPD, the Open Molecules 2025 dataset).

Properties
HOMO-LUMO gap in eV: 8.688
HOMO level in eV: -8.115

Geometry as ORCA input:
```
! RIJCOSX wB97M-V def2-TZVPD def2/J DEFGRID3
* xyz 0 1
C -0.13 0.71 -0.68
C 0.28 1.97 -0.06
C 0.24 0.81 0.85
C 0.03 -1.33 0.31
C -1.40 -1.43 0.68
C -0.89 -0.60 -0.54
H 0.58 0.37 -2.49
H 1.08 2.31 -0.85
H -0.57 2.56 0.10
H -0.58 1.05 1.52
H 0.59 -2.21 0.37
H -1.68 -1.09 1.78
H -1.96 -2.33 0.28
H -1.28 -0.81 -1.54
O 1.03 0.34 -1.36
O 0.84 -0.43 1.05
*
```



Version 3
# C6H8O2

A single C6H8O2 molecule (wB97M-V/def2-TZVPD, the Open Molecules 2025 dataset).

Properties
HOMO-LUMO gap in eV: 8.859
HOMO level in eV: -7.901
SMILES: COC1=C[C@@H]2C[C@H]1O2

Geometry as ORCA input:
```
! RIJCOSX wB97M-V def2-TZVPD def2/J DEFGRID3
* xyz 0 1
C -0.77 2.66 -0.40
O -1.19 1.15 -0.56
C -0.24 0.16 -0.40
C -0.39 -1.06 -1.03
C 0.71 -1.93 -0.33
C 0.25 -1.57 1.19
C 0.63 -0.08 0.76
O 1.60 -0.67 -0.11
H -1.58 3.11 -0.62
H 0.17 2.98 -1.03
H -0.59 2.52 0.57
H -0.97 -1.45 -1.79
H 1.11 -2.94 -0.82
H -0.75 -1.69 1.13
H 0.85 -1.79 1.99
H 1.17 0.59 1.46
*
```



Quick look at relative energies in kJ/mol: version 1 0.0; version 2 556.8; version 3 423.9.



Version 1
# C6H8O2

2 unconnected molecules or ions with the total composition C6H8O2 (wB97M-V/def2-TZVPD, the Open Molecules 2025 dataset).

Properties
HOMO-LUMO gap in eV: 8.673
HOMO level in eV: -8.395

Geometry as ORCA input:
```
! RIJCOSX wB97M-V def2-TZVPD def2/J DEFGRID3
* xyz 0 1
C 0.57 -0.45 -1.78
C 1.18 -0.97 1.46
C 0.27 0.72 0.49
C -0.35 -0.20 -0.62
C -0.40 0.97 1.64
C -1.60 -0.63 -0.59
O 1.27 1.51 0.04
O 0.66 -1.96 1.71
H 1.47 2.18 0.72
H 0.25 -1.33 -2.34
H 0.57 0.42 -2.44
H 1.59 -0.60 -1.44
H 0.05 1.60 2.40
H -1.26 0.41 1.92
H -1.99 -1.26 -1.38
H -2.29 -0.43 0.21
*
```



Version 2
# C6H8O2

A single C6H8O2 molecule (wB97M-V/def2-TZVPD, the Open Molecules 2025 dataset).

Properties
HOMO-LUMO gap in eV: 10.810
HOMO level in eV: -9.859
SMILES: O[C@@H]1[C@H]2C[C@@H]1[C@H]1O[C@@H]21

Geometry as ORCA input:
```
! RIJCOSX wB97M-V def2-TZVPD def2/J DEFGRID3
* xyz 0 1
O 2.22 0.14 -0.22
C 1.05 -0.70 -0.25
C -0.26 -0.31 -1.02
C -0.96 -1.01 0.05
C 0.18 -0.48 0.98
C -0.12 1.05 0.82
O 0.39 1.84 -0.20
C -0.74 1.06 -0.59
H 1.94 0.99 -0.02
H 1.39 -1.66 -0.40
H -0.39 -0.54 -2.10
H -1.90 -0.40 0.10
H -1.01 -2.10 -0.10
H 0.48 -0.96 1.99
H -0.71 1.42 1.70
H -1.56 1.67 -0.73
*
```



Version 3
# C6H8O2

A molecular structure, C6H8O2 (wB97M-V/def2-TZVPD, the Open Molecules 2025 dataset).

Properties
HOMO-LUMO gap in eV: 10.674
HOMO level in eV: -9.880

Geometry as ORCA input:
```
! RIJCOSX wB97M-V def2-TZVPD def2/J DEFGRID3
* xyz 0 1
C 1.17 -0.63 0.00
C 0.05 -0.18 -0.95
C -0.31 1.29 -0.60
C -0.45 1.28 0.67
C -0.01 -0.26 1.07
C -0.95 -0.89 0.00
H 3.16 -0.24 0.35
H 1.20 -1.65 -0.07
H 0.30 -0.10 -2.12
H -0.51 2.11 -1.17
H -0.46 2.22 1.20
H 0.07 -0.58 2.03
H -1.25 -2.11 0.14
H -2.22 0.34 -0.06
O 2.46 -0.08 -0.22
O -2.24 -0.55 -0.26
*
```



Version 4
# C6H8O2

A molecular structure, C6H8O2 (wB97M-V/def2-TZVPD, the Open Molecules 2025 dataset).

Properties
HOMO-LUMO gap in eV: 10.415
HOMO level in eV: -9.406

Geometry as ORCA input:
```
! RIJCOSX wB97M-V def2-TZVPD def2/J DEFGRID3
* xyz 0 1
C -1.97 -0.54 -1.05
C -0.87 -0.07 -0.11
C 0.08 -1.04 0.55
C 1.37 -0.26 0.46
C 1.02 1.24 0.66
C 0.27 1.09 -0.57
H -2.75 -1.26 -0.63
H -2.61 0.24 -1.47
H -1.40 -0.90 -1.90
H 0.10 -2.11 0.42
H 2.24 -0.79 0.81
H 2.01 1.82 0.48
H 0.35 1.61 1.49
H -0.04 1.97 -1.18
O -0.97 -0.51 1.34
O 1.31 0.12 -1.05
*
```



Quick look at relative energies in kJ/mol: version 1 0.0; version 2 177.4; version 3 245.5; version 4 148.9.



Version 1
# C7H8

A single C7H8 molecule (wB97M-V/def2-TZVPD, the Open Molecules 2025 dataset).

Properties
HOMO-LUMO gap in eV: 9.841
HOMO level in eV: -8.749
SMILES: Cc1ccccc1

Geometry as ORCA input:
```
! RIJCOSX wB97M-V def2-TZVPD def2/J DEFGRID3
* xyz 0 1
C -0.29 -1.48 1.84
C -0.18 -0.48 0.71
C -1.04 -0.54 -0.36
C -0.68 0.16 -1.55
C 0.45 0.93 -1.53
C 1.16 1.20 -0.36
C 0.76 0.57 0.81
H -0.98 -2.27 1.54
H -0.61 -1.00 2.77
H 0.72 -1.87 1.96
H -1.83 -1.28 -0.34
H -0.99 -0.32 -2.47
H 0.78 1.42 -2.44
H 2.01 1.85 -0.40
H 0.89 0.95 1.81
*
```



Version 2
# C7H8

A single C7H8 molecule (wB97M-V/def2-TZVPD, the Open Molecules 2025 dataset).

Properties
HOMO-LUMO gap in eV: 10.949
HOMO level in eV: -9.916
SMILES: C#CC[C@H](C)C#C

Geometry as ORCA input:
```
! RIJCOSX wB97M-V def2-TZVPD def2/J DEFGRID3
* xyz 0 1
C 2.85 0.68 -0.10
C 1.74 0.96 -0.50
C 0.29 1.00 -0.70
C -0.30 -0.05 0.28
C -0.11 -1.47 -0.26
C -1.69 0.21 0.70
C -2.81 0.38 1.11
H 3.81 0.42 0.26
H 0.03 0.79 -1.75
H -0.14 1.98 -0.50
H 0.32 0.05 1.18
H -0.87 -1.69 -1.02
H 0.88 -1.58 -0.71
H -0.20 -2.22 0.53
H -3.80 0.54 1.48
*
```



Quick look at relative energies in kJ/mol: version 1 0.0; version 2 287.9.